1.
DFT (ωB97M-V/def2-TZVPD) results for 12 unconnected molecules or ions with the total composition C18H64N4O12.

Last column: Löwdin charge in e.
CARTESIAN COORDINATES (ANGSTROEM)
C  1.475  -2.590  -6.767  -0.106
O  1.002  -3.138  -5.547  -0.183
C  2.044  -3.602  -4.694  -0.211
C  1.524  -4.069  -3.307  -0.399
C  1.134  -2.813  -2.448  -0.048
N  2.610  -4.752  -2.627  0.029
H  2.214  -1.801  -6.624  0.082
H  0.693  -2.212  -7.425  0.089
H  2.033  -3.410  -7.218  0.082
H  2.597  -4.444  -5.111  0.117
H  2.741  -2.801  -4.446  0.123
H  0.719  -4.782  -3.480  0.135
H  2.078  -2.354  -2.155  0.033
H  0.558  -3.149  -1.585  0.073
H  0.497  -2.058  -2.908  0.067
H  2.244  -5.643  -2.323  0.074
H  3.347  -5.062  -3.245  0.064
C  -3.571  -1.062  1.169  -0.088
O  -3.581  -0.522  2.477  -0.248
C  -4.787  -0.783  3.224  -0.160
C  -4.893  -0.241  4.630  -0.434
C  -4.587  1.205  4.668  -0.077
N  -3.952  -0.961  5.481  0.062
H  -4.344  -0.577  0.573  0.088
H  -3.795  -2.112  0.980  0.099
H  -2.678  -0.707  0.654  0.079
H  -5.531  -0.350  2.555  0.128
H  -4.890  -1.868  3.223  0.130
H  -5.919  -0.354  4.978  0.145
H  -3.656  1.548  4.215  0.053
H  -4.719  1.586  5.681  0.088
H  -5.238  1.767  3.998  0.084
H  -4.054  -0.540  6.393  0.074
H  -3.026  -0.859  5.089  0.038
C  -1.683  0.625  -4.131  -0.108
O  -2.605  1.343  -3.346  -0.204
C  -2.305  2.704  -3.329  -0.197
C  -2.820  3.147  -1.926  -0.391
C  -2.835  4.705  -1.900  -0.053
N  -1.862  2.682  -0.921  0.039
H  -0.694  0.560  -3.678  0.085
H  -1.662  1.086  -5.118  0.089
H  -2.072  -0.383  -4.272  0.089
H  -1.218  2.781  -3.316  0.122
H  -2.881  3.216  -4.099  0.131
H  -3.819  2.772  -1.700  0.138
H  -1.793  4.992  -2.045  0.062
H  -3.120  5.087  -0.919  0.071
H  -3.447  5.159  -2.679  0.073
H  -2.367  2.777  -0.052  0.038
H  -1.901  1.688  -1.098  0.069
C  3.859  2.462  0.102  -0.036
O  3.817  0.989  0.122  -0.224
C  5.083  0.353  0.225  -0.151
C  4.947  -1.179  -0.004  -0.387
C  4.438  -1.512  -1.426  -0.078
N  3.986  -1.838  0.863  0.057
H  4.521  2.934  -0.623  0.089
H  4.056  2.942  1.061  0.093
H  2.965  2.850  -0.386  0.081
H  5.842  0.795  -0.421  0.130
H  5.358  0.403  1.278  0.128
H  5.894  -1.694  0.161  0.135
H  5.015  -1.109  -2.258  0.073
H  3.469  -1.021  -1.518  0.051
H  4.340  -2.576  -1.642  0.064
H  3.106  -1.380  0.671  0.039
H  3.819  -2.792  0.576  0.065
C  0.496  -0.349  0.070  -0.065
C  0.702  0.735  1.120  -0.281
O  1.968  0.495  1.680  -0.124
H  1.250  -0.306  -0.716  0.065
H  -0.462  -0.264  -0.443  0.055
H  0.476  -1.345  0.514  0.079
H  -0.068  0.668  1.888  0.101
H  0.712  1.695  0.603  0.111
H  2.689  0.873  1.171  0.010
O  -3.149  2.281  1.625  -0.034
H  -2.981  2.886  2.347  0.040
H  -2.862  1.429  1.953  0.014
O  1.650  -4.036  2.244  -0.056
H  2.193  -4.171  1.467  0.006
H  1.712  -3.097  2.420  -0.012
O  0.549  4.055  -1.375  -0.082
H  0.473  4.528  -0.546  0.030
H  -0.171  3.424  -1.358  -0.046
O  -1.172  -0.672  4.123  -0.048
H  -1.021  0.273  4.118  -0.001
H  -1.946  -0.795  3.574  0.019
O  1.659  2.823  3.165  -0.035
H  1.719  1.978  2.719  -0.006
H  2.538  2.973  3.513  0.063
O  -0.751  2.095  4.196  -0.036
H  0.087  2.462  3.916  -0.005
H  -1.379  2.806  4.072  0.042
O  1.395  -1.421  3.990  -0.051
H  1.507  -0.696  3.376  -0.007
H  0.472  -1.383  4.242  -0.011

Spin multiplicity: 1
Calculated total energy in eV: -50231.631
F_max in eV Å⁻¹: 2.75
SMILES: COC[C@H](C)N.COC[C@H](C)N.COC[C@H](C)N.COC[C@H](C)N.CCO.O.O.O.O.O.O.O
HOMO level in eV: -9.1
Kohn-Sham gap in eV: 9.36
Total charge: 0
M in u: 528.73
LUMO level in eV: 0.27

2.
DFT (ωB97M-V/def2-TZVPD) results for 4 unconnected molecules or ions with the total composition C23H21FNO14P.

Last column: Löwdin charge in e.
CARTESIAN COORDINATES (ANGSTROEM)
C  2.650  2.888  2.139  -0.257
P  1.616  1.913  0.962  0.912
O  1.733  0.331  1.451  -0.323
C  -0.087  2.432  1.497  -0.321
C  -1.038  3.045  0.492  -0.457
O  -0.834  3.401  -0.587  0.150
N  -2.312  3.140  1.189  0.063
C  -2.334  2.013  2.116  -0.129
C  -0.895  1.472  2.357  -0.294
F  -0.542  1.771  3.669  -0.024
H  3.673  2.559  2.130  0.029
H  2.202  2.833  3.127  0.036
H  2.545  3.912  1.818  0.038
H  2.015  0.256  2.373  0.056
H  0.067  3.260  2.187  0.125
H  -2.144  3.951  1.779  0.127
H  -2.662  2.341  3.094  0.123
H  -3.007  1.225  1.817  0.102
H  -0.752  0.434  2.141  0.109
O  -2.145  2.171  -7.677  0.098
C  -2.182  2.033  -6.467  -0.322
C  -1.415  2.840  -5.537  0.071
C  -1.502  2.615  -4.216  -0.236
O  -0.828  3.320  -3.328  0.115
C  -2.382  1.526  -3.660  -0.308
O  -2.402  1.353  -2.457  0.109
C  -3.167  0.731  -4.596  0.072
C  -3.079  0.965  -5.910  -0.243
O  -3.768  0.278  -6.813  0.111
H  -0.785  3.615  -5.949  0.134
H  -1.067  2.976  -2.438  0.076
H  -3.808  -0.038  -4.186  0.133
H  -3.514  0.648  -7.681  0.119
O  -3.536  -5.932  4.455  0.113
C  -3.311  -4.870  3.908  -0.313
C  -3.913  -4.467  2.646  0.078
C  -3.598  -3.284  2.103  -0.236
O  -4.113  -2.861  0.957  0.122
C  -2.628  -2.347  2.762  -0.297
O  -2.378  -1.294  2.201  0.096
C  -2.041  -2.737  4.032  0.078
C  -2.358  -3.919  4.577  -0.238
O  -1.860  -4.334  5.732  0.121
H  -4.608  -5.151  2.180  0.137
H  -3.719  -1.984  0.784  0.122
H  -1.357  -2.046  4.504  0.136
H  -2.248  -5.217  5.893  0.124
O  3.477  -3.036  -1.623  0.110
C  4.270  -2.188  -1.262  -0.312
C  3.979  -0.763  -1.242  0.073
C  4.918  0.103  -0.843  -0.245
O  4.711  1.413  -0.799  0.091
C  6.282  -0.348  -0.410  -0.316
O  7.087  0.500  -0.073  0.105
C  6.568  -1.775  -0.410  0.073
C  5.629  -2.643  -0.807  -0.241
O  5.823  -3.955  -0.829  0.115
H  2.993  -0.446  -1.553  0.135
H  5.545  1.809  -0.480  0.119
H  7.548  -2.091  -0.082  0.135
H  4.990  -4.345  -1.159  0.121

Spin multiplicity: 1
Calculated total energy in eV: -66351.302
F_max in eV Å⁻¹: 3.95
SMILES: CP(O)[C@H]1C(=O)NC[C@@H]1F.O=C1C=C(O)C(=O)C=C1O.O=C1C=C(O)C(=O)C=C1O.O=C1C=C(O)C(=O)C=C1O
HOMO level in eV: -8.7
Kohn-Sham gap in eV: 7.01
Total charge: 0
M in u: 585.39
LUMO level in eV: -1.72

3.
DFT (ωB97M-V/def2-TZVPD) results for a molecular structure, C23H45AlF5N2O2.

Last column: Löwdin charge in e.
CARTESIAN COORDINATES (ANGSTROEM)
F  -3.447  -2.865  3.351  0.165
C  -4.021  -3.156  4.502  -0.636
F  -4.533  -4.343  4.452  0.215
F  -3.058  -3.151  5.416  0.167
C  -5.098  -2.098  4.845  -0.476
F  -4.489  -0.891  4.887  0.113
F  -5.548  -2.369  6.071  0.141
C  -6.161  -2.103  3.766  -0.107
C  -7.432  -1.321  4.101  -0.287
C  -8.400  -2.056  5.060  -0.367
Al  -9.759  -3.275  4.147  0.108
H  -6.406  -3.105  3.412  0.121
H  -5.699  -1.607  2.905  0.114
H  -7.983  -1.084  3.188  0.088
H  -7.144  -0.363  4.556  0.097
H  -8.976  -1.305  5.615  0.028
H  -7.890  -2.651  5.822  0.022
H  -10.392  -4.211  5.323  -0.168
H  -11.013  -2.424  3.556  -0.169
H  -9.092  -4.250  3.040  -0.166
C  -1.648  -0.591  1.582  -0.029
C  -2.208  -0.054  0.247  -0.484
C  -2.164  -1.161  -0.810  -0.131
C  -0.755  -1.448  -1.327  -0.175
C  -0.082  -0.164  -1.809  -0.131
C  -0.095  0.955  -0.766  -0.486
N  -1.454  1.162  -0.183  -0.079
O  -2.172  1.810  -1.041  -0.019
C  0.926  0.641  0.346  -0.030
C  0.439  2.236  -1.404  -0.042
C  -3.669  0.277  0.556  -0.037
H  -0.779  -1.236  1.464  0.063
H  -1.388  0.225  2.257  0.095
H  -2.392  -1.200  2.091  0.062
H  -2.795  -0.883  -1.661  0.125
H  -2.595  -2.076  -0.398  0.127
H  -0.151  -1.928  -0.551  0.101
H  -0.809  -2.163  -2.152  0.110
H  0.950  -0.379  -2.101  0.109
H  -0.591  0.175  -2.718  0.125
H  0.835  1.350  1.170  0.093
H  1.943  0.720  -0.045  0.069
H  0.844  -0.366  0.749  0.059
H  -0.127  2.535  -2.286  0.079
H  1.470  2.091  -1.727  0.057
H  0.428  3.064  -0.692  0.094
H  -3.743  1.074  1.299  0.096
H  -4.174  -0.602  0.956  0.079
H  -4.224  0.582  -0.331  0.079
C  6.763  -0.147  -1.844  -0.037
C  5.383  0.301  -2.377  -0.485
C  5.371  0.218  -3.906  -0.133
C  6.175  1.330  -4.578  -0.175
C  5.731  2.701  -4.072  -0.134
C  5.751  2.818  -2.546  -0.492
N  5.058  1.673  -1.888  -0.070
O  3.783  1.853  -1.993  -0.027
C  7.208  2.922  -2.050  -0.038
C  5.122  4.153  -2.141  -0.043
C  4.405  -0.733  -1.814  -0.041
H  7.598  0.208  -2.444  0.060
H  6.910  0.177  -0.813  0.093
H  6.842  -1.235  -1.852  0.083
H  4.339  0.269  -4.269  0.126
H  5.757  -0.754  -4.222  0.126
H  7.246  1.188  -4.408  0.101
H  6.033  1.278  -5.660  0.112
H  6.369  3.475  -4.506  0.124
H  4.719  2.896  -4.442  0.126
H  7.254  2.864  -0.961  0.093
H  7.639  3.880  -2.344  0.084
H  7.869  2.165  -2.462  0.057
H  4.107  4.268  -2.518  0.081
H  5.707  4.978  -2.548  0.085
H  5.100  4.262  -1.055  0.093
H  4.375  -0.693  -0.724  0.095
H  4.715  -1.736  -2.106  0.087
H  3.391  -0.595  -2.190  0.066

Spin multiplicity: 3
Calculated total energy in eV: -51838.377
F_max in eV Å⁻¹: 2.45
HOMO level (alpha / beta) in eV: -4.6 / -4.6
Kohn-Sham gap (alpha / beta) in eV: 6.19 / 5.59
Total charge: -1
M in u: 503.60
Expectation value of S²: 2.01
LUMO level (alpha / beta) in eV: 1.61 / 1.01